C7H13NO | the ωB97M-V functional and the def2-TZVPD basis

Each line ends with the Mulliken charge.
Atoms and positions in Å:
C -2.035 -1.097 0.668  -1.109
C -1.372 -0.162 -0.004  0.738
C -1.889 1.240 -0.172  -1.260
C -0.007 -0.463 -0.602  1.465
C 0.151 -0.064 -2.073  -1.503
O 0.491 -1.680 -0.335  -0.724
H -3.014 -0.902 1.088  0.317
H -1.659 -2.108 0.729  0.315
H -2.158 1.441 -1.212  0.288
H -2.772 1.410 0.443  0.407
H -1.132 1.979 0.108  0.201
H 0.711 0.299 -0.003  -0.767
H -0.537 -0.656 -2.678  0.382
H 1.165 -0.293 -2.397  0.376
H -0.058 0.991 -2.245  0.336
H 1.251 -1.505 0.578  0.409
C 2.223 -0.788 1.395  -0.968
C 1.926 0.528 1.158  0.713
N 2.092 1.730 1.315  -0.556
H 2.109 -1.119 2.422  0.310
H 3.100 -1.166 0.873  0.329
H 1.413 2.386 0.946  0.302

Cartesian forces, eV/Å:
-0.091 -0.014 -0.327
0.052 -0.142 0.100
-0.017 -0.058 -0.034
0.586 1.079 0.459
-0.117 -0.191 0.141
1.025 -0.284 1.367
0.009 0.095 0.092
0.126 0.024 0.071
0.014 0.009 0.011
0.018 -0.017 -0.007
0.010 0.001 -0.007
-0.835 -0.364 -0.692
-0.017 -0.004 -0.038
0.010 0.050 0.014
0.014 0.027 0.011
-1.298 -0.181 -1.549
0.252 0.579 -0.111
1.160 -0.258 1.003
-0.558 -0.396 -0.172
-0.202 0.035 -0.077
-0.156 0.006 -0.075
0.015 0.004 -0.181

- HOMO energy: -9.18 eV
- SMILES string: C=C(C)[C@H](C)O.C=C=N
- Energy relative to the best compared isomer or geometry (same formula, charge and spin): 382.92 kJ/mol
- Kohn-Sham gap: 0.3500 Eh

---

C8H27BClNNiOP2 | the ωB97M-V functional and the def2-TZVPD basis

Each line ends with the Mulliken spin population.
Atoms and positions in Å:
Ni -0.031 -0.040 0.603  1.257
H 0.654 0.246 -2.175  0.042
H -1.230 -0.124 -0.901  -0.030
P 0.182 -2.170 0.395  0.148
P 0.203 2.134 0.181  0.107
C 1.788 2.844 0.698  0.020
H 1.763 3.927 0.520  0.002
H 1.967 2.651 1.761  0.006
H 2.599 2.401 0.108  -0.023
C -0.168 3.006 -1.376  0.030
H -1.242 2.967 -1.596  0.001
H 0.140 4.053 -1.260  0.002
H 0.383 2.563 -2.210  -0.007
C -1.006 2.917 1.295  0.152
H -0.850 2.569 2.319  -0.016
H -0.883 4.007 1.261  0.021
H -2.024 2.658 0.984  -0.001
C 0.985 -2.658 -1.181  0.030
H 1.163 -3.741 -1.193  0.008
H 0.370 -2.372 -2.040  -0.004
H 1.943 -2.131 -1.254  -0.001
C 1.129 -3.188 1.584  0.005
H 0.709 -3.078 2.593  0.001
H 1.084 -4.248 1.290  0.002
H 2.178 -2.866 1.596  0.000
C -1.397 -3.092 0.338  0.015
H -1.906 -2.937 -0.621  -0.002
H -1.212 -4.165 0.474  0.005
H -2.047 -2.735 1.145  0.001
C -1.631 -0.026 1.366  0.056
O -2.720 -0.075 1.769  0.020
H -2.098 -1.029 -2.065  -0.011
H -2.265 0.654 -2.008  -0.006
H -0.498 1.030 -3.629  0.003
H -0.174 -0.972 -3.571  0.005
B -0.349 0.046 -2.931  0.125
N -1.607 -0.132 -1.932  0.038
H 0.668 0.760 -0.715  0.554
Cl 0.594 0.864 3.620  0.082
C 1.225 -0.011 2.222  0.400
H 2.151 0.500 1.927  -0.014
H 1.462 -1.010 2.610  -0.021

Cartesian forces, eV/Å:
2.315 -0.374 1.027
-0.562 -0.267 -0.483
-1.187 -0.071 -2.413
0.195 -3.064 -0.915
-0.703 2.157 0.018
0.267 -0.316 -0.053
-0.012 -0.283 0.059
-0.058 0.138 -0.171
-0.111 0.152 0.115
0.098 -0.207 -0.226
0.242 0.059 0.039
-0.174 -0.223 0.033
-0.141 0.121 0.151
-0.235 1.079 0.510
-0.041 0.114 -0.189
-0.206 -0.036 0.133
0.164 0.096 -0.028
0.079 0.099 0.149
-0.061 0.225 0.041
0.177 -0.005 0.158
-0.147 -0.126 -0.112
0.050 0.201 0.241
0.139 -0.087 -0.178
-0.038 0.419 0.017
-0.221 -0.111 0.041
-0.130 0.082 0.152
0.090 -0.044 0.208
-0.090 0.255 -0.099
0.015 -0.219 -0.151
-5.576 -0.510 2.672
3.400 0.365 -1.368
0.095 0.684 0.003
0.143 -0.566 -0.006
-0.206 -0.301 0.229
-0.232 0.169 0.216
1.118 0.163 -0.571
0.099 -0.045 1.725
1.364 0.319 -1.067
-0.170 0.066 -0.067
0.719 -0.291 0.786
-0.321 -0.237 -0.237
-0.148 0.415 -0.389

- Spin multiplicity: 4
- HOMO energy (alpha / beta): -8.86 / -13.09 eV
- Kohn-Sham gap (alpha / beta): 0.2005 / 0.2669 Eh
- Net charge: +1

---

C4H6N3 | the ωB97M-V functional and the def2-TZVPD basis

Each line ends with the Mulliken charge.
Atoms and positions in Å:
C -2.534 0.218 0.053  0.288
C -1.021 0.659 -0.211  0.763
C 1.179 0.011 -1.054  -0.903
C 0.741 -0.416 1.247  -0.864
N -3.509 -0.615 -0.142  -0.185
N -2.080 1.358 -0.575  -0.263
N 0.121 0.153 -0.044  0.040
H 2.090 0.678 -0.808  0.359
H 1.453 -1.010 -1.326  0.344
H 0.695 0.434 -1.980  0.345
H 0.097 -0.167 2.062  0.372
H 1.019 -1.406 1.340  0.375
H 1.748 0.104 1.438  0.329

Cartesian forces, eV/Å:
-8.835 -6.815 -2.649
-2.369 2.343 -0.704
0.074 2.681 -3.126
0.339 3.821 1.053
6.214 4.651 2.639
4.959 -0.450 0.994
2.815 -2.109 1.804
-1.594 -1.246 -0.136
-0.198 -0.040 0.785
0.976 -0.349 0.563
-0.416 0.145 0.530
-0.276 -2.479 -1.129
-1.690 -0.154 -0.624

- HOMO energy (alpha / beta): -15.56 / -15.54 eV
- Energy relative to the best compared isomer or geometry (same formula, charge and spin): 677.61 kJ/mol
- Kohn-Sham gap (alpha / beta): 0.2956 / 0.2963 Eh
- Net charge: +1

---

C4H8NO | the ωB97M-V functional and the def2-TZVPD basis

Each line ends with the Mulliken charge.
Atoms and positions in Å:
C 2.533 0.899 0.049  -0.776
C 1.637 -0.080 -0.233  0.092
C -2.326 -0.322 -0.154  -0.894
C -1.502 0.617 0.457  -0.232
N 0.699 -0.548 0.616  -0.785
O 0.213 -1.868 0.189  -0.382
H 2.945 1.458 -0.859  0.131
H 2.510 1.470 0.933  0.300
H 1.680 -0.393 -1.360  0.230
H -3.115 -0.872 0.408  0.267
H -2.408 -0.389 -1.261  0.273
H -0.758 -1.705 -0.097  0.288
H -0.628 1.061 -0.161  0.190
H -1.480 0.671 1.473  0.297

Cartesian forces, eV/Å:
0.734 1.376 -2.450
-0.987 -1.014 -1.450
-0.032 1.817 0.471
0.352 -2.102 -5.210
0.762 -0.795 -0.170
-1.254 0.808 -0.790
-0.308 -0.882 1.290
0.038 0.379 1.262
-0.319 -0.156 1.909
0.765 0.435 -0.323
0.290 -0.049 0.885
1.814 -0.038 0.668
-2.014 -0.249 1.288
0.157 0.469 2.620

- HOMO energy (alpha / beta): -2.00 / -2.00 eV
- Energy relative to the best compared isomer or geometry (same formula, charge and spin): 204.07 kJ/mol
- Kohn-Sham gap (alpha / beta): 0.2322 / 0.2322 Eh
- Net charge: -1

---

C5H9N6 | the ωB97M-V functional and the def2-TZVPD basis

Each line ends with the Mulliken charge.
Atoms and positions in Å:
C 0.607 2.110 0.636  -0.663
N 0.445 0.659 0.604  0.941
N -0.146 0.140 1.800  -0.672
N 1.844 0.241 0.661  -0.835
C 1.978 -0.703 -0.193  0.178
N 0.860 -0.925 -0.907  0.212
C 0.242 -1.991 -1.450  -0.056
N -1.036 -1.917 -1.439  -0.589
C -1.442 -0.806 -0.867  0.523
N -2.670 -0.443 -0.848  -0.330
C -0.057 0.081 -0.666  -0.538
H 1.026 2.379 -0.350  0.344
H -0.420 2.467 0.878  0.312
H 1.295 2.449 1.479  0.313
H -0.905 0.667 2.290  0.252
H 0.613 -0.054 2.484  0.312
H 3.008 -1.239 -0.280  0.391
H 0.882 -2.776 -1.922  0.361
H -2.938 0.465 -0.333  0.269
H -3.185 -0.802 -1.579  0.275

Cartesian forces, eV/Å:
-0.697 1.833 0.671
0.901 0.245 0.829
-0.200 -1.138 1.835
0.804 -1.030 0.193
2.937 -0.640 0.756
-0.505 -0.353 -1.102
2.759 -1.413 -0.758
-1.129 -1.526 -1.087
5.649 2.970 1.028
-1.036 3.724 2.938
-4.302 -1.304 0.562
-0.558 0.315 0.614
0.781 0.439 -0.737
-0.886 -0.870 -1.161
1.038 0.075 -1.306
-0.627 0.305 -0.794
-2.236 0.911 -0.060
-0.996 0.490 0.594
0.351 -2.293 -1.586
-2.046 -0.742 -1.428

- HOMO energy: -12.30 eV
- SMILES string: C[N@+]1(N)N=Cn2cnc(N)c21
- Energy relative to the best compared isomer or geometry (same formula, charge and spin): 260.30 kJ/mol
- Kohn-Sham gap: 0.3004 Eh
- Net charge: +1

---

C6H8N2O | the ωB97M-V functional and the def2-TZVPD basis

Each line ends with the Mulliken charge.
Atoms and positions in Å:
C -0.178 0.944 0.232  0.588
C 0.787 -0.123 -0.164  0.143
C 2.245 -0.171 -0.033  -1.091
C -0.105 -1.335 -0.774  -0.112
C -0.865 -1.770 0.463  -0.556
C -1.656 0.432 -0.079  0.221
H 0.304 3.326 0.841  0.265
H -0.467 2.587 -1.429  0.298
H 0.053 0.936 1.409  0.252
H 2.571 0.795 0.003  0.400
H 2.746 -1.182 -0.257  0.274
H 0.367 -2.040 -1.404  0.437
H -0.383 -1.647 1.387  0.253
H -1.382 -2.818 0.651  0.214
N 0.240 2.129 -0.284  -0.737
N -1.518 -0.911 -0.433  -0.354
O -2.758 0.850 -0.129  -0.494

Cartesian forces, eV/Å:
-0.760 -0.996 3.757
3.804 -3.908 -2.050
-7.007 -3.158 -1.532
0.656 2.705 5.073
-0.731 -4.766 0.075
1.856 -1.172 -0.104
-0.837 -3.374 -3.546
2.287 -1.662 4.783
-1.299 0.275 -2.207
2.029 2.082 0.722
-0.526 2.214 0.229
-0.605 -0.341 -1.433
0.323 1.712 1.275
0.934 1.854 -1.275
-0.224 8.210 -2.278
0.407 -1.910 -2.108
-0.306 2.235 0.618

- HOMO energy: -8.78 eV
- Energy relative to the best compared isomer or geometry (same formula, charge and spin): 930.27 kJ/mol
- Kohn-Sham gap: 0.2950 Eh

---

For reference, electronic energy by record: -11003.7843, -85080.1725, -8701.4811, -7811.3135, -14260.3440, -11369.7053 eV.